128
Properties=species:S:1:pos:R:3 method="wB97M-V/def2-TZVPD" multiplicity=1 e_lumo_ev=0.3979 total_charge=0 smiles=COC[C@H](C)N.COC[C@H](C)N.COC[C@H](C)N.COC[C@H](C)N.COC[C@H](C)N.COC[C@H](C)N.COC[C@H](C)N.CCO gap_ev=9.1
C 18.870 6.537 23.041
O 19.343 7.404 24.040
C 20.633 7.102 24.503
C 20.849 7.730 25.865
C 22.291 7.432 26.324
N 20.001 7.152 26.913
H 18.667 5.574 23.530
H 19.530 6.389 22.181
H 17.906 6.898 22.678
H 20.987 6.060 24.441
H 21.445 7.444 23.834
H 20.760 8.814 25.801
H 22.474 7.952 27.266
H 22.981 7.724 25.529
H 22.493 6.401 26.622
H 20.245 6.204 27.192
H 19.145 6.892 26.407
C 21.835 9.337 18.271
O 21.641 7.943 18.110
C 22.413 7.332 17.103
C 22.387 7.925 15.692
C 20.967 8.090 15.150
N 23.027 6.960 14.742
H 22.208 9.961 17.455
H 22.645 9.476 19.004
H 20.893 9.712 18.665
H 23.466 7.267 17.429
H 22.151 6.270 17.103
H 23.018 8.820 15.706
H 20.972 8.448 14.121
H 20.567 8.970 15.673
H 20.365 7.211 15.344
H 22.865 7.462 13.875
H 24.038 6.961 14.870
C 18.070 2.205 18.338
O 16.686 2.248 18.616
C 15.774 1.923 17.600
C 15.112 0.575 17.722
C 16.084 -0.593 17.944
N 14.469 0.307 16.404
H 18.316 2.790 17.444
H 18.302 1.173 18.049
H 18.711 2.513 19.159
H 14.991 2.688 17.503
H 16.292 2.079 16.644
H 14.366 0.469 18.514
H 16.964 -0.456 17.304
H 15.748 -1.566 17.586
H 16.449 -0.694 18.968
H 13.635 -0.270 16.454
H 14.061 1.204 16.132
C 14.064 2.878 24.497
O 14.496 1.961 23.533
C 15.715 2.197 22.856
C 16.456 0.990 22.435
C 16.828 0.052 23.604
N 17.682 1.334 21.710
H 13.214 2.486 25.048
H 13.896 3.845 24.013
H 14.843 3.036 25.258
H 15.588 2.969 22.088
H 16.290 2.773 23.605
H 15.830 0.391 21.756
H 15.944 0.001 24.244
H 17.674 0.476 24.139
H 16.986 -0.955 23.223
H 17.428 2.000 20.980
H 17.939 0.507 21.181
C 11.741 8.160 19.014
O 12.053 7.629 20.273
C 11.166 7.911 21.345
C 11.877 7.965 22.690
C 11.978 6.582 23.324
N 11.096 8.849 23.584
H 11.282 7.410 18.355
H 12.658 8.367 18.462
H 11.044 8.995 19.007
H 10.829 8.930 21.126
H 10.365 7.172 21.431
H 12.869 8.399 22.529
H 11.092 5.943 23.309
H 12.280 6.513 24.374
H 12.763 6.032 22.796
H 11.130 8.479 24.521
H 11.424 9.802 23.553
C 16.208 10.119 20.643
O 15.380 11.189 20.276
C 14.159 10.779 19.696
C 13.158 11.945 19.677
C 13.163 12.628 21.080
N 11.775 11.416 19.522
H 17.242 10.464 20.726
H 16.317 9.325 19.899
H 15.942 9.738 21.634
H 14.220 10.250 18.741
H 13.775 10.035 20.412
H 13.327 12.634 18.851
H 12.489 13.483 21.109
H 14.178 12.944 21.328
H 12.843 11.895 21.823
H 11.192 11.737 20.287
H 11.855 10.431 19.768
C 15.313 5.626 21.313
O 16.171 6.365 20.469
C 16.965 5.648 19.551
C 17.603 6.754 18.700
C 18.318 6.454 17.368
N 18.538 7.607 19.462
H 14.955 4.718 20.816
H 14.443 6.277 21.423
H 15.815 5.400 22.259
H 17.804 5.175 20.080
H 16.439 4.973 18.874
H 16.762 7.406 18.427
H 17.585 6.074 16.650
H 19.153 5.759 17.505
H 18.832 7.323 16.963
H 18.791 7.057 20.272
H 19.324 8.027 19.002
C 17.664 7.537 14.033
C 16.323 7.026 13.563
O 16.431 6.689 12.177
H 18.345 6.688 14.101
H 17.576 7.992 15.019
H 18.048 8.293 13.351
H 15.589 7.832 13.671
H 15.968 6.125 14.071
H 15.558 6.575 11.797

***

21
Properties=species:S:1:pos:R:3 method="wB97M-V/def2-TZVPD" multiplicity=1 e_lumo_ev=4.2704 total_charge=-1 gap_ev=6.9
C 0.359 -2.131 -0.714
C 0.401 -0.937 -1.664
C 1.744 -0.231 -1.644
H 1.057 -2.908 -1.050
H -0.645 -2.562 -0.693
H 0.662 -1.774 0.278
H -0.377 -0.233 -1.355
H 0.145 -1.248 -2.684
H 1.774 0.627 -2.326
H 1.958 0.101 -0.620
H 2.544 -0.909 -1.946
C 0.131 1.123 1.395
O 0.975 0.086 1.463
C -1.352 0.711 1.567
N -2.346 1.755 1.273
H 0.315 1.927 2.168
H 0.169 1.697 0.417
H -1.506 -0.148 0.907
H -1.490 0.367 2.593
H -2.522 2.322 2.091
H -1.995 2.363 0.544

***

60
Properties=species:S:1:pos:R:3 method="wB97M-V/def2-TZVPD" multiplicity=2 s_squared=0.78 e_lumo_ev="-13.3915 / -15.2472" total_charge=+4 gap_ev="7.3 / 5.4"
Ir -0.216 0.218 -1.168
F 5.081 -0.850 -1.721
C 4.167 0.054 -1.631
C 2.851 -0.391 -1.304
C 1.817 0.493 -1.203
C 2.154 1.903 -1.354
C 3.491 2.284 -1.744
F 3.736 3.547 -1.976
C 4.504 1.385 -1.878
C 1.114 2.843 -1.050
C 1.245 4.235 -0.962
C 0.160 5.010 -0.562
C -1.030 4.383 -0.248
C -1.111 2.995 -0.370
N -0.092 2.242 -0.766
H 2.758 -1.458 -1.181
H 5.508 1.680 -2.160
H 2.182 4.714 -1.189
H 0.259 6.086 -0.492
H -1.895 4.942 0.083
H -2.030 2.475 -0.131
N -4.144 0.335 -2.906
C -3.290 1.018 -2.161
N -2.250 0.224 -1.880
C -2.564 -0.944 -2.532
N -3.704 -0.908 -3.157
C -1.614 -2.043 -2.510
C -1.860 -3.275 -3.108
N -0.966 -4.250 -3.073
C 0.178 -4.008 -2.447
C 0.443 -2.782 -1.849
N -0.448 -1.781 -1.878
H -5.032 0.644 -3.294
H -3.444 2.043 -1.868
H -2.799 -3.457 -3.619
H 0.913 -4.803 -2.419
H 1.378 -2.615 -1.346
C -1.135 -0.200 3.898
N -1.536 -1.434 3.052
C -0.453 -2.523 3.250
N 0.823 -1.995 2.918
C 1.155 -0.837 3.749
N 0.172 0.230 3.542
C 0.278 0.865 2.235
P -0.068 -0.409 0.948
C -1.674 -1.071 1.602
C 1.049 -1.774 1.497
H -1.169 -0.521 4.939
H -1.888 0.569 3.728
H -2.434 -1.793 3.394
H -0.729 -3.373 2.627
H -0.496 -2.809 4.300
H 2.153 -0.476 3.507
H 1.146 -1.134 4.798
H 1.283 1.271 2.102
H -0.432 1.691 2.157
H -1.971 -1.960 1.042
H -2.460 -0.321 1.500
H 2.091 -1.496 1.331
H 0.843 -2.689 0.938

***

37
Properties=species:S:1:pos:R:3 method="wB97M-V/def2-TZVPD" multiplicity=1 e_lumo_ev=0.3951 total_charge=0 gap_ev=7.3
Pd -0.728 -0.553 1.300
N 0.067 1.407 -0.545
N 0.644 2.294 0.348
C 1.373 1.868 1.404
N 1.944 2.873 2.113
S 1.589 0.271 1.844
H 0.498 1.476 -1.455
H -0.940 1.511 -0.562
H 0.568 3.285 0.178
H 1.690 3.835 1.961
H 2.367 2.631 2.990
F -3.524 -3.065 3.395
C -4.173 -1.889 3.594
F -5.463 -2.121 3.330
F -4.072 -1.624 4.907
C -3.593 -0.786 2.753
C -2.334 -0.278 3.080
C -1.865 0.839 2.345
N -2.549 1.319 1.256
C -3.707 0.752 0.950
C -4.309 -0.263 1.696
H -1.819 -0.601 3.974
H -1.112 1.507 2.748
H -4.208 1.138 0.069
H -5.289 -0.636 1.440
N -0.514 -3.981 3.031
C 0.039 -3.442 1.896
C -0.773 -2.881 0.878
N -0.227 -2.374 -0.226
C 1.112 -2.433 -0.342
C 1.878 -3.037 0.625
N 1.351 -3.528 1.756
H -1.408 -3.632 3.328
H 0.153 -4.160 3.764
H -1.852 -2.986 0.905
H 1.550 -1.998 -1.230
H 2.951 -3.128 0.513